{"formula": "C6H7NO2", "method": "ωB97M-V with the def2-TZVPD basis set", "elements": ["O", "O", "N", "C", "C", "C", "C", "C", "C", "H", "H", "H", "H", "H", "H", "H"], "coordinates": [[-2.140564, 0.959586, -0.030867], [-0.454112, -2.071459, 1.374123], [-0.918492, -1.476603, -2.265394], [0.199734, 0.119145, 0.391793], [-0.257929, -1.135943, 0.701238], [-1.212881, -0.856951, -1.265923], [1.525397, 0.013951, -0.386381], [-1.214142, 0.324066, -0.500056], [-0.023282, 1.161109, 1.547815], [1.721864, 0.922500, -0.981451], [1.416391, -0.672867, -1.175167], [0.298290, 0.722986, 2.530378], [-0.688961, -1.239109, -3.161661], [0.672005, 1.911571, 1.432281], [2.154002, -0.317255, 0.353187], [-1.077320, 1.635273, 1.436085]], "atomic_forces_ev_per_a": [[0.1, 0.1, -0.6], [0.5, 0.7, -0.5], [-0.7, -2.4, 2.5], [-0.8, 2.8, 0.0], [-1.8, -2.9, 0.7], [1.0, 0.1, 0.0], [-2.6, 2.1, -1.1], [-0.5, 0.4, 0.2], [-0.8, -1.5, 0.4], [0.4, 0.1, 1.1], [-0.1, -1.5, -0.7], [-1.1, 0.2, -0.7], [0.4, 1.5, -2.6], [1.6, 1.9, -0.6], [2.5, -0.4, 1.1], [1.8, -1.3, 0.7]], "homo_lumo_gap_ev": [7.77, 7.77]}

---

{"formula": "C6H7NO2", "method": "ωB97M-V with the def2-TZVPD basis set", "elements": ["O", "O", "N", "C", "C", "C", "C", "C", "C", "H", "H", "H", "H", "H", "H", "H"], "coordinates": [[-0.507933, 1.797884, -0.527218], [0.151106, -0.041536, -1.109210], [-4.267597, 0.741913, 0.909054], [-2.218166, -0.305662, -0.262239], [1.229655, 0.619195, 0.872196], [-2.117954, -1.641006, -0.255943], [-3.422452, 0.320485, 0.233872], [-1.079810, 0.726812, -1.152460], [0.714360, 1.120244, -0.480028], [1.977415, -0.041869, 0.830439], [-1.169531, -2.101389, -0.612025], [1.454256, 1.442532, 1.466755], [1.451766, 1.652158, -1.093162], [-2.994089, -2.262708, 0.135080], [-1.661074, 0.968681, -2.086633], [0.284768, -0.002358, 1.257843]], "atomic_forces_ev_per_a": [[-0.7, 1.3, 0.8], [-1.1, 0.9, -1.9], [0.6, -0.2, -1.1], [0.8, 1.5, -1.9], [-6.2, 0.7, -0.4], [-0.2, -0.1, 0.3], [-0.2, 0.1, 1.4], [-1.9, -3.7, 1.5], [1.5, -1.7, 0.5], [3.1, -2.3, -0.6], [-1.0, 0.2, 0.3], [0.4, 1.3, 1.5], [0.0, -0.1, 0.0], [1.6, 0.8, -0.6], [1.1, -0.3, 0.5], [2.1, 1.6, -0.3]], "homo_lumo_gap_ev": 10.45}

---

{"formula": "C6H7NO2", "method": "ωB97M-V with the def2-TZVPD basis set", "elements": ["O", "O", "N", "C", "C", "C", "C", "C", "C", "H", "H", "H", "H", "H", "H", "H"], "coordinates": [[-0.504739, 1.767922, 0.057843], [-2.341357, -1.350601, -0.128505], [1.867794, 0.850613, 0.029262], [0.496087, 0.759523, -0.024977], [1.129901, -1.409716, 0.186704], [-1.667768, 1.029006, 0.051546], [2.350491, -0.555585, -0.105634], [-1.408524, -0.324041, 0.024259], [-0.040213, -0.486971, 0.029645], [1.070382, -2.348386, -0.436195], [1.157852, -1.740717, 1.235052], [-2.591600, 1.562001, 0.156232], [3.226579, -0.720042, 0.490025], [-3.143596, -0.862237, -0.241786], [2.260499, 1.417618, -0.679059], [2.554248, -0.674399, -1.133058]], "atomic_forces_ev_per_a": [[2.2, -1.9, -0.3], [1.4, 0.8, 0.5], [0.3, 0.3, 1.0], [-2.5, 0.8, 0.5], [-0.8, -2.4, 0.6], [-0.1, -0.9, 0.2], [-1.3, 1.1, -0.2], [-2.2, 0.2, -0.2], [2.6, 0.8, -0.6], [0.2, 1.0, 0.5], [0.0, -0.1, -0.2], [-0.1, 0.2, -0.2], [0.2, -0.2, 0.4], [-1.2, 0.0, -0.2], [0.4, 0.8, -0.6], [0.8, -0.4, -1.3]], "smiles": "Oc1coc2c1CCN2", "homo_lumo_gap_ev": 8.20}

---

{"formula": "C6H7NO3", "method": "ωB97M-V with the def2-TZVPD basis set", "elements": ["O", "O", "O", "N", "C", "C", "C", "C", "C", "C", "H", "H", "H", "H", "H", "H", "H"], "coordinates": [[1.170692, -0.935259, 1.538299], [-0.263317, -5.227347, 1.896810], [-0.036120, -3.535008, 3.383579], [-1.967045, -2.283362, 1.476098], [0.320422, -1.689533, 1.116522], [-1.399361, 0.117548, 1.335888], [-1.671320, 1.233657, 1.714266], [0.540694, -3.175971, 0.969954], [-1.133804, -1.253627, 0.873316], [0.000332, -4.061992, 2.079340], [-1.283633, -1.287685, -0.218136], [-1.854974, -2.327920, 2.554171], [-2.944114, -2.193763, 1.220001], [0.115973, -3.513174, 0.017146], [1.632077, -3.335482, 0.925188], [0.379609, -2.643840, 3.364253], [-1.906529, 2.201764, 2.120569]], "atomic_forces_ev_per_a": [[-0.5, -0.5, -0.5], [0.1, 1.7, 0.4], [0.4, 0.3, -1.7], [0.1, -0.3, 2.1], [0.1, 0.5, 1.0], [-0.2, 1.1, 0.3], [0.2, -0.8, -0.1], [0.7, 0.0, -0.5], [0.0, 0.2, 0.0], [0.0, -1.4, 0.8], [0.0, -0.1, 0.2], [-0.5, 0.3, -2.5], [0.2, 0.1, 0.2], [0.0, -0.1, 0.4], [-0.4, 0.0, 0.1], [-0.2, -0.7, 0.2], [0.1, -0.4, -0.3]], "smiles": "C#C[C@H](N)C(=O)CC(=O)O", "homo_lumo_gap_ev": 10.47}

---

{"formula": "C6H7NOS", "method": "ωB97M-V with the def2-TZVPD basis set", "elements": ["S", "O", "N", "C", "C", "C", "C", "C", "C", "H", "H", "H", "H", "H", "H", "H"], "coordinates": [[-1.948289, -0.851259, -1.401939], [-0.563666, 2.289791, -0.525322], [-0.257197, -1.431608, 0.437543], [-0.911954, -2.600422, 0.128458], [0.327805, 1.447608, 0.012848], [1.031074, 1.410751, 1.288892], [-0.710561, -0.421245, -0.250587], [-1.895080, -2.519844, -0.780376], [1.813454, 1.287124, -0.015800], [0.980928, 0.552081, 2.004070], [2.122873, 2.251973, -0.271511], [2.481901, 0.492011, -0.420392], [-0.519062, 2.404179, -1.448942], [-2.549249, -3.251867, -1.309425], [1.093656, 2.415646, 1.851668], [-0.496633, -3.474919, 0.700819]], "atomic_forces_ev_per_a": [[0.3, -0.6, 1.0], [0.2, 1.2, 2.4], [-0.4, 1.1, -0.5], [1.1, -1.1, 1.4], [-2.4, -5.4, -1.2], [0.1, 1.1, 2.1], [2.5, 1.5, 0.8], [-0.9, 0.4, -1.9], [-0.6, -0.1, -0.4], [-0.3, 0.6, -1.1], [1.3, 1.4, -0.5], [-1.2, 0.3, 0.7], [0.5, -0.2, -1.7], [0.8, 0.5, 0.9], [0.1, -1.6, -1.0], [-1.0, 0.7, -0.9]], "homo_lumo_gap_ev": 9.37}

---

{"formula": "C6H7NOS", "method": "ωB97M-V with the def2-TZVPD basis set", "elements": ["S", "O", "N", "C", "C", "C", "C", "C", "C", "H", "H", "H", "H", "H", "H", "H"], "coordinates": [[-1.284005, 0.815497, 1.106148], [0.379246, 0.542332, -2.245599], [-0.271672, 0.235014, -0.045150], [-1.568920, 1.602553, -1.297935], [1.016740, -0.265536, 0.485152], [-0.371613, 0.767298, -1.329666], [1.500525, -1.654431, 0.135759], [-2.132042, 1.719735, -0.079932], [0.978338, -1.472211, 1.422373], [0.951097, -2.297331, -0.634157], [-1.902384, 2.078574, -2.221835], [0.076146, -1.892316, 1.521391], [1.629840, 0.620631, 0.719525], [2.540286, -1.697724, 0.062471], [-3.055103, 2.273331, 0.024888], [1.513520, -1.375417, 2.376567]], "atomic_forces_ev_per_a": [[-1.4, 0.7, 0.8], [0.5, -0.2, -0.3], [2.5, -1.6, -0.1], [-0.1, 0.3, -0.5], [-1.4, 0.2, -0.2], [-0.9, 0.2, 0.6], [0.3, -0.4, -3.6], [-0.1, 0.2, -1.2], [1.1, 2.5, 2.7], [0.7, 1.2, 1.3], [-0.1, -0.1, 0.5], [-3.5, -1.3, 0.8], [0.4, -1.1, -0.2], [1.5, -0.2, -0.5], [0.1, -0.1, 0.7], [0.2, -0.3, -0.7]], "smiles": "O=c1ccsn1C1CC1", "homo_lumo_gap_ev": 9.08}

---

It is found that the energy relative to the best compared isomer or geometry (same formula, charge and spin) values, taken in the order of the records, are 4.902, 3.600, 1.859, 2.070, 3.284, 0.993 eV.